Entry 1:
ORCA calculation (the ωB97M-V functional and the def2-TZVPD basis) on a molecular structure, C38H45Cl5Ge2N3O2SeY at a distorted geometry.

Each line ends with the Löwdin charge.
Geometry (Å):
Y  0.99373  -0.92527  -0.02757  1.176
C  -0.72425  2.68797  4.57559  -0.135
C  -0.06817  1.41276  4.02668  -0.304
Ge  0.90183  1.79047  2.38802  0.976
C  2.50815  2.86592  2.53475  -0.328
C  2.18904  4.36452  2.61663  -0.142
C  -0.25982  2.60176  1.09678  -0.235
C  -0.82851  2.56054  -0.11801  -0.323
Ge  -0.59167  0.95686  -1.28712  0.818
C  0.29120  1.63302  -2.93391  -0.388
C  1.60489  2.33222  -2.58817  -0.183
C  -2.28118  -0.01453  -1.72608  -0.403
C  -3.44284  0.62458  -2.48245  -0.162
C  -1.56911  3.76142  -0.62011  -0.226
C  -1.60853  4.98171  0.06790  -0.035
C  -2.28863  6.07234  -0.44080  -0.062
C  -2.94771  5.98392  -1.66137  -0.064
C  -2.91207  4.79328  -2.36409  -0.056
C  -2.22615  3.70321  -1.84573  -0.066
H  -1.31149  2.45739  5.46359  0.082
H  -1.39963  3.14163  3.84944  0.070
H  0.01814  3.43302  4.86281  0.068
H  -0.82848  0.65896  3.81234  0.061
H  0.61842  0.99166  4.76390  0.076
H  3.13058  2.65702  1.66071  0.073
H  3.05833  2.53803  3.41380  0.028
H  1.61813  4.70521  1.75224  0.063
H  3.11144  4.94370  2.64412  0.082
H  1.62507  4.61281  3.51629  0.067
H  -0.43659  3.52425  1.66616  0.035
H  -0.36048  2.32601  -3.46702  0.056
H  0.46630  0.78939  -3.60908  0.043
H  1.42468  3.23835  -2.00632  0.069
H  2.16328  2.62251  -3.47981  0.075
H  2.26737  1.69299  -1.98855  0.035
H  -2.64748  -0.42685  -0.77760  0.050
H  -1.90509  -0.86908  -2.29691  -0.004
H  -3.89497  1.44113  -1.92192  0.068
H  -4.23180  -0.10961  -2.67170  0.062
H  -3.12801  1.01788  -3.45174  0.074
H  -1.09830  5.10972  1.01314  0.097
H  -2.30136  7.00037  0.11504  0.112
H  -3.47498  6.84025  -2.05952  0.112
H  -3.41326  4.70796  -3.31929  0.112
H  -2.20756  2.78830  -2.41588  0.049
Cl  1.69695  -3.64165  6.65437  0.763
C  1.70688  -2.60214  5.30258  -0.693
C  0.64371  -2.62188  4.39986  -0.683
Cl  -0.67762  -3.68357  4.62291  0.755
C  0.67304  -1.75990  3.31392  -0.582
Cl  -0.61486  -1.78305  2.15073  0.760
C  1.71419  -0.87297  3.08865  -0.478
O  1.69390  -0.03890  1.99524  -0.408
C  2.78729  -0.88371  3.97734  -0.617
Cl  4.14800  0.11317  3.66055  0.819
C  2.78325  -1.73908  5.08124  -0.690
Cl  4.11077  -1.74124  6.15253  0.767
O  2.21356  -3.04586  0.77822  -0.215
C  3.48635  -3.23477  1.45071  -0.181
C  4.65110  -2.72954  0.62746  -0.129
C  4.55202  -1.22661  0.28303  -0.127
C  4.19304  -1.00602  -1.15866  -0.269
C  5.14911  -0.65140  -2.09735  0.016
C  4.80021  -0.55321  -3.43559  -0.005
C  3.50387  -0.86006  -3.81887  -0.022
C  2.61268  -1.21656  -2.83024  -0.146
N  2.91851  -1.25302  -1.52664  -0.012
H  2.09611  -3.76647  0.14446  0.048
H  3.59919  -4.29168  1.69194  0.140
H  3.41053  -2.68565  2.38577  0.101
H  4.73183  -3.31861  -0.28982  0.129
H  5.56158  -2.92134  1.19775  0.131
H  5.49895  -0.73069  0.49062  0.125
H  3.81646  -0.74271  0.93401  0.069
H  6.16230  -0.45497  -1.77466  0.130
H  5.53508  -0.25123  -4.17004  0.128
H  3.19083  -0.83032  -4.85201  0.124
H  1.58926  -1.48023  -3.08078  0.085
C  -2.37891  -2.93572  -3.79154  -0.002
N  -2.82890  -3.22942  -2.43956  -0.060
C  -2.06981  -3.39866  -1.35314  -0.690
Se  -0.20627  -3.32846  -1.24942  0.695
N  -2.87591  -3.67117  -0.31541  0.138
C  -4.20367  -3.68724  -0.73330  -0.163
C  -5.39513  -3.91800  -0.05906  0.010
C  -6.54932  -3.84084  -0.81346  -0.050
C  -6.51785  -3.54528  -2.18478  -0.048
C  -5.32983  -3.32031  -2.85226  0.012
C  -4.17092  -3.40165  -2.09066  -0.152
H  -1.29378  -2.96027  -3.81158  0.059
H  -2.73483  -1.94930  -4.08756  0.099
H  -2.77341  -3.68892  -4.47067  0.112
H  -2.52824  -3.88627  0.60462  0.151
H  -5.42263  -4.14821  0.99692  0.122
H  -7.50363  -4.01445  -0.33623  0.118
H  -7.44890  -3.49259  -2.73151  0.118
H  -5.30857  -3.09705  -3.90981  0.123

Results
M: 1066.1 g mol⁻¹
HOMO-LUMO gap: 0.2770 hartree
energy above the lowest of the compared OMol25 structures with the same formula, charge and spin: 0.0 kcal/mol
electronic energy: -290724.9457 eV
net charge: +2


Entry 2:
ORCA calculation (the ωB97M-V functional and the def2-TZVPD basis) on a molecular structure, C34H40BrCrN4O2.

Each line ends with the Löwdin spin population.
Geometry (Å):
Cr  0.60010  -1.46449  -0.93418  3.714
C  -2.78348  6.18273  -0.74147  0.000
C  -1.44807  5.74240  -1.34508  0.001
C  -0.30928  6.41256  -0.56380  0.001
C  -1.39918  6.21416  -2.80237  0.000
C  -1.26162  4.22902  -1.25778  0.007
C  -0.33228  3.57385  -2.05898  -0.001
C  -0.10921  2.22640  -1.88340  0.009
Br  1.07480  1.40710  -3.13650  0.012
C  -0.74145  1.43490  -0.91128  0.003
O  -0.32165  0.19650  -0.71942  0.072
C  -1.76380  2.06248  -0.17537  0.008
C  -1.96340  3.43535  -0.36550  -0.002
C  -2.76779  1.39694  0.78828  0.001
C  -2.77276  2.11652  2.14360  0.000
C  -4.16273  1.48714  0.15404  0.000
C  -2.49334  -0.08007  1.05760  0.000
H  -2.92287  7.25138  -0.90762  0.000
H  -2.82041  6.01614  0.33593  0.000
H  -3.62372  5.65831  -1.19972  0.000
H  -0.42525  7.49787  -0.56927  0.000
H  0.65872  6.17027  -1.00518  0.000
H  -0.30264  6.07491  0.47395  0.000
H  -1.62600  7.27969  -2.85376  0.000
H  -2.12844  5.68162  -3.41453  0.000
H  -0.41427  6.07244  -3.24696  0.000
H  0.21771  4.09399  -2.82951  0.000
H  -2.73901  3.90161  0.22273  0.000
H  -3.11043  3.14881  2.07492  0.000
H  -1.77398  2.11800  2.58354  0.000
H  -3.44653  1.60063  2.83047  0.000
H  -4.46472  2.52114  -0.00807  0.000
H  -4.90407  1.01560  0.80248  0.000
H  -4.17714  0.97923  -0.81165  0.000
H  -1.52241  -0.23119  1.53117  0.000
H  -2.52275  -0.65012  0.13477  0.000
H  -3.26729  -0.46166  1.73037  0.000
N  3.05429  -7.21861  -1.27882  0.006
C  2.60575  -5.94666  -1.26248  0.006
C  3.03453  -5.02805  -0.29192  -0.001
C  2.53024  -3.75339  -0.30478  0.010
N  1.62407  -3.31003  -1.19198  0.009
C  1.23035  -4.19021  -2.13127  0.011
C  1.68143  -5.48104  -2.21288  0.000
H  3.75583  -7.52596  -0.62950  0.000
H  2.81005  -7.84263  -2.02676  0.000
H  3.75311  -5.31211  0.46328  0.000
H  2.86309  -3.03243  0.43287  0.002
H  0.50900  -3.82712  -2.85466  0.003
H  1.32329  -6.12597  -3.00255  0.000
N  4.53449  0.14619  -1.05596  0.007
C  3.51068  -0.59884  -1.51461  0.014
N  2.45523  -0.53046  -0.74425  0.005
C  2.79638  0.34350  0.28838  0.005
C  2.02100  0.82836  1.34185  0.001
C  2.62582  1.71005  2.21019  0.001
C  3.96354  2.11328  2.03633  -0.001
C  4.72650  1.66167  0.98087  0.001
C  4.10554  0.77426  0.10658  0.000
H  5.40789  0.29208  -1.53216  0.000
H  3.57509  -1.17172  -2.42520  0.001
H  0.97858  0.55548  1.44027  0.001
H  2.05576  2.12390  3.02972  0.000
H  4.39840  2.80618  2.74220  0.000
H  5.74379  1.99383  0.83483  0.000
C  -2.74181  -4.23464  -0.47455  0.001
C  -1.53472  -3.43754  -0.09801  0.015
O  -1.09881  -2.59186  -0.89241  0.023
C  -0.86753  -3.66802  1.21126  0.005
C  -0.03581  -2.68602  1.74675  0.024
C  0.64265  -2.89852  2.93073  0.004
C  0.49202  -4.11538  3.58898  0.002
C  -0.34085  -5.09757  3.07272  0.002
C  -1.03178  -4.87128  1.89076  0.002
H  -3.20019  -3.79901  -1.35752  0.000
H  -3.45797  -4.26711  0.34639  0.000
H  -2.44535  -5.26315  -0.69446  0.001
H  0.06672  -1.74343  1.20837  0.014
H  1.27236  -2.12299  3.34438  0.000
H  1.02116  -4.29380  4.51477  0.000
H  -0.46096  -6.03547  3.59564  0.000
H  -1.68227  -5.63993  1.49613  0.000

Results
M: 668.6 g mol⁻¹
HOMO-LUMO gap (alpha / beta): 0.2273 / 0.2298 hartree
spin multiplicity: 5
energy above the lowest of the compared OMol25 structures with the same formula, charge and spin: 11.7 kcal/mol
electronic energy: -144425.0841 eV
net charge: +1


Entry 3:
ORCA calculation (the ωB97M-V functional and the def2-TZVPD basis) on 2 unconnected molecules or ions with the total composition C6H14N5 at a distorted geometry.

Each line ends with the Löwdin charge.
Geometry (Å):
C  3.28589  0.03198  -1.32547  -0.028
C  1.22867  1.40293  -1.26060  -0.448
N  2.18353  0.76465  -1.94511  0.047
N  0.21244  1.92668  -1.96559  0.198
N  1.25503  1.57348  0.05770  0.212
H  2.38011  1.13865  -2.86561  0.159
H  0.34616  2.31369  -2.88674  0.129
H  -0.64446  2.22770  -1.52824  0.128
H  1.88293  0.95298  0.54898  0.106
H  0.34351  1.56407  0.51165  0.103
H  3.10719  -1.03862  -1.37881  0.096
H  3.42486  0.28331  -0.28272  0.079
H  4.21656  0.22861  -1.85460  0.102
C  -1.79827  0.33572  2.76057  -0.046
C  -0.99422  -1.41593  -0.24015  -0.200
C  -1.67916  -0.63431  1.64536  -0.357
C  -2.16863  -1.89984  1.55689  -0.040
N  -0.87321  -0.38113  0.56021  0.066
N  -1.71644  -2.37931  0.35025  0.059
H  -0.62873  -1.45173  -1.25489  0.118
H  -2.00502  -3.26451  -0.03219  0.158
H  -2.88548  -2.45448  2.13939  0.127
H  -0.92351  0.46862  3.39104  0.077
H  -2.63276  0.12531  3.42450  0.081
H  -2.02155  1.32034  2.33647  0.075

Results
M: 156.2 g mol⁻¹
HOMO-LUMO gap: 0.3308 hartree
energy above the lowest of the compared OMol25 structures with the same formula, charge and spin: 4.2 kcal/mol
electronic energy: -13894.4468 eV
net charge: +1


Entry 4:
ORCA calculation (the ωB97M-V functional and the def2-TZVPD basis) on a molecular structure, C4H7ClO at a distorted geometry.

Each line ends with the Löwdin charge.
Geometry (Å):
C  -1.41302  -0.14477  -0.11343  -0.305
C  -0.20895  0.14399  0.74425  -0.246
C  1.17397  -0.08776  0.18367  -0.707
C  1.84401  0.95012  -0.37420  -0.020
H  -1.80858  -1.84484  -1.29409  0.253
H  -2.22696  0.40410  0.44007  0.121
H  -1.37392  0.17830  -1.16309  0.115
H  -0.23258  1.25453  0.81283  0.112
H  -0.35246  -0.31793  1.77433  0.144
H  2.84084  0.82882  -0.80867  0.060
H  1.50488  1.95189  -0.22985  0.050
O  -1.58702  -1.58998  -0.09107  -0.191
Cl  1.83979  -1.72647  0.11926  0.615

Results
M: 106.6 g mol⁻¹
HOMO-LUMO gap: 0.3617 hartree
energy above the lowest of the compared OMol25 structures with the same formula, charge and spin: 58.1 kcal/mol
electronic energy: -18829.0099 eV